No. 1
# C22H19NO4RuS4

C22H19NO4RuS4 as an isolated structure (ωB97M-V with the def2-TZVPD basis set, OMol25).

Structure (XYZ):
```
51
Properties=species:S:1:pos:R:3:forces:R:3:mulliken_spin:R:1
Ru 0.2949 -0.5843 -0.8907 -0.06 0.12 -0.14 0.879
S 0.5514 -2.4364 -2.2121 -0.01 -0.02 0.14 0.025
C -0.6280 -3.5890 -1.6144 0.05 -0.03 -0.06 -0.015
C -0.7209 -4.8552 -2.2019 0.00 0.01 0.01 0.014
C -1.6413 -5.7829 -1.7487 -0.02 0.03 0.03 -0.005
C -2.5002 -5.4738 -0.6975 0.03 -0.02 -0.03 0.009
C -2.4208 -4.2224 -0.1096 0.01 0.00 -0.01 -0.002
C -1.4845 -3.3018 -0.5581 -0.05 0.00 0.01 0.010
S -1.4105 -1.7042 0.2154 0.04 0.04 -0.06 -0.017
C -0.3451 -2.1777 1.6219 -0.01 -0.01 0.03 0.000
C 0.1175 -0.9103 2.2746 0.03 0.02 0.04 -0.005
C 0.2614 -0.8055 3.6460 -0.02 0.01 0.00 0.005
C 0.6941 0.4029 4.1743 0.01 0.02 -0.04 -0.004
C 0.9082 1.4646 3.3225 -0.01 -0.02 0.04 0.004
C 0.6833 1.2953 1.9590 -0.04 0.01 -0.02 0.004
C 0.8165 2.4764 1.0342 0.00 -0.01 0.05 0.003
S 0.2225 2.1482 -0.6276 0.09 -0.01 -0.03 0.038
C -1.3263 2.9988 -0.7432 -0.08 -0.01 -0.01 -0.004
C -1.4716 3.7245 -1.9284 0.04 -0.03 0.01 0.005
C -2.6433 4.3925 -2.2231 -0.02 0.01 0.00 -0.003
C -3.6822 4.3445 -1.2929 0.00 0.00 -0.01 0.005
C -3.5402 3.6389 -0.1188 0.02 -0.01 -0.01 -0.003
C -2.3680 2.9151 0.2086 -0.01 0.02 0.05 0.008
S -2.2906 2.0229 1.6886 -0.07 0.02 -0.01 0.007
N 0.3553 0.1145 1.4515 0.15 -0.04 0.15 0.041
H -0.0621 -5.0962 -3.0274 0.00 0.00 0.00 0.001
H -1.6964 -6.7541 -2.2256 -0.01 0.00 0.00 0.000
H -3.2295 -6.1943 -0.3508 0.00 0.00 0.00 0.001
H -3.0942 -3.9444 0.6928 0.00 0.00 0.00 0.001
H 0.5017 -2.7395 1.2223 0.00 0.02 -0.01 -0.006
H -0.9020 -2.7976 2.3243 -0.01 -0.01 -0.03 0.000
H 0.0356 -1.6507 4.2820 0.00 -0.01 -0.01 0.001
H 0.8312 0.5177 5.2423 0.00 0.00 0.00 0.000
H 1.1915 2.4393 3.6973 0.00 0.00 0.00 0.001
H 1.8657 2.7748 0.9569 0.01 -0.03 -0.01 0.000
H 0.2468 3.3044 1.4533 0.02 0.01 0.00 0.001
H -0.6402 3.7446 -2.6232 -0.01 0.01 -0.01 0.000
H -2.7456 4.9414 -3.1506 0.00 0.00 0.00 0.000
H -4.6131 4.8641 -1.4931 0.00 0.00 0.00 0.001
H -4.3520 3.5999 0.5963 0.00 0.00 0.00 0.000
O -2.7045 -1.2611 -2.1577 0.05 0.00 0.14 0.013
C -2.1528 -0.2478 -2.5524 -0.03 -0.09 -0.14 0.002
O -0.9999 0.2175 -2.2139 -0.09 -0.04 -0.05 -0.007
H -2.6435 0.3808 -3.3161 0.04 0.09 0.04 -0.003
C 4.3204 -0.5947 -0.7335 -0.04 0.02 -0.03 -0.002
C 2.8182 -0.5877 -0.7922 0.15 -0.05 0.07 -0.001
O 2.1435 -1.2519 0.0445 -0.06 -0.03 -0.02 0.004
O 2.2166 0.0913 -1.6661 -0.08 0.05 -0.05 -0.005
H 4.6675 -1.3424 -0.0256 0.00 0.00 0.00 0.000
H 4.6686 0.3921 -0.4261 0.00 0.00 0.00 0.000
H 4.7205 -0.7957 -1.7264 0.00 0.00 0.00 0.000
```
Forces are in eV/Å.

The calculation puts the HOMO-LUMO gap (alpha / beta) at 6.14 / 5.96 eV. As for the charge: -1. Its spin multiplicity is 2. Its LUMO energy (alpha / beta) is 0.0970 / 0.0896 Eh. The energy above the lowest of the compared OMol25 structures with the same formula, charge and spin comes out at 1.7 kJ/mol.

No. 2
# C22H20Br42N2O2

C22H20Br42N2O2 as an isolated structure (ωB97M-V with the def2-TZVPD basis set, OMol25).

Structure (XYZ):
```
88
Properties=species:S:1:pos:R:3:forces:R:3:mulliken_charge:R:1
N -1.7413 0.4995 2.1291 1.54 -1.53 0.57 -0.122
C -0.5208 -0.2044 1.6794 2.82 -1.08 -0.61 0.314
C -0.3077 -1.7512 1.8264 2.41 1.11 -1.21 -0.939
C 1.0005 -2.4967 1.3922 -0.79 4.25 -1.46 -1.017
C 2.1821 -1.6482 0.7790 -3.22 2.56 0.76 -0.052
C 1.9427 -0.1336 0.6271 -1.82 -0.53 1.87 0.900
C 0.6360 0.6089 1.0649 0.93 -3.21 0.95 0.843
C 0.8271 2.1644 0.7822 -2.40 0.56 -0.52 -1.271
O 0.0461 3.0900 1.1161 2.68 -3.30 -2.29 -0.510
N 2.1210 2.3456 0.0581 -1.40 -2.29 0.45 0.127
C 2.8542 1.0419 0.0706 2.84 -0.82 -0.92 -0.066
O 4.0546 0.9612 -0.3029 -4.81 0.24 1.34 -0.609
H -1.6086 0.6055 3.1601 -0.25 0.29 -0.98 0.188
H -2.5814 -0.0970 2.0434 0.71 0.23 -0.14 0.204
H -1.1550 -2.3601 2.3058 1.43 1.03 -0.85 0.523
H 1.1521 -3.6265 1.5048 -0.78 2.13 -0.47 0.410
H 3.1815 -2.0837 0.4547 -1.63 0.54 0.54 0.548
H 1.9707 2.6761 -0.9188 0.36 0.09 1.06 0.318
C -0.4389 -0.6035 -3.1306 0.04 0.42 -0.27 -0.533
Br -2.1517 -1.4547 -3.5626 0.92 0.75 0.53 0.021
Br -0.0091 -0.3374 -1.2338 -1.04 -0.47 -2.72 0.268
Br 1.0193 -1.5154 -4.0301 -0.28 0.08 0.15 -0.077
H -0.5004 0.3997 -3.5523 0.06 -0.29 0.04 0.392
C 3.8528 -4.2324 3.6958 -0.10 0.08 0.49 -0.002
Br 2.4009 -2.9499 3.5340 1.27 -0.62 1.59 0.213
Br 5.1893 -3.6460 4.9746 -0.16 -0.12 -0.21 -0.011
Br 3.2020 -6.0164 4.1005 -0.01 0.42 0.02 0.027
H 4.3419 -4.2840 2.7269 -0.23 0.10 0.29 -0.132
C -1.9666 6.2683 -0.1668 0.10 -0.09 -0.02 0.233
Br -3.0364 7.1506 1.1903 0.18 -0.14 -0.29 -0.033
Br -3.0610 5.3063 -1.4459 0.15 0.41 0.23 0.033
Br -0.7667 7.5007 -1.0617 -0.51 -0.04 0.14 0.021
H -1.3473 5.5315 0.3456 -0.13 0.17 -0.13 -0.217
C 3.1829 5.9387 0.6610 0.08 -0.15 0.04 -0.243
Br 2.4192 6.1261 -1.1110 0.35 -0.16 0.30 0.024
Br 4.5026 7.3142 1.0220 -0.27 -0.22 -0.07 -0.046
Br 1.8166 5.8730 2.0357 0.24 0.27 -0.35 -0.048
H 3.7046 4.9825 0.6851 -0.16 0.24 0.00 0.254
C -4.8874 1.5618 4.8877 -0.13 0.12 0.03 -0.367
Br -5.2019 0.1863 3.5563 0.09 0.25 0.24 0.005
Br -3.1001 1.4448 5.6347 -0.27 0.00 -0.15 -0.013
Br -5.2659 3.3333 4.1958 0.15 -0.41 0.10 0.018
H -5.5861 1.3816 5.7034 0.22 0.02 -0.22 0.345
C 4.0444 -6.5955 0.0652 0.03 -0.16 -0.07 -0.385
Br 2.6056 -5.3116 -0.1418 0.27 -0.22 0.06 0.095
Br 5.3819 -5.9856 1.3318 0.11 -0.34 -0.64 -0.027
Br 3.3779 -8.3596 0.5166 0.11 0.41 -0.05 0.000
H 4.5374 -6.6790 -0.9023 -0.14 0.05 0.28 0.399
C 7.2511 -2.6527 8.7002 -0.12 0.01 0.03 -0.287
Br 7.9099 -1.9801 7.0041 -0.10 -0.15 0.32 -0.035
Br 7.4762 -4.5735 8.8497 -0.01 0.39 -0.05 0.001
Br 8.0409 -1.7144 10.2031 -0.12 -0.20 -0.32 -0.045
H 6.1806 -2.4542 8.7275 0.30 -0.05 -0.01 0.342
C -4.4852 1.1183 -1.6555 0.19 0.04 -0.16 -0.181
Br -5.2941 -0.0124 -0.3013 0.12 0.22 -0.23 -0.060
Br -5.6736 2.5495 -2.2069 0.18 -0.25 0.14 -0.063
Br -2.7590 1.7931 -1.0884 -0.59 -0.28 -0.05 0.130
H -4.3126 0.4928 -2.5305 -0.04 0.14 0.25 0.185
C 0.1246 7.2743 -5.0169 0.02 -0.01 0.01 0.474
Br 0.2036 7.4209 -6.9482 0.08 -0.07 0.44 -0.049
Br 0.4071 5.4489 -4.4210 0.00 0.33 -0.11 0.016
Br 1.3372 8.5159 -4.1478 -0.20 -0.28 -0.16 -0.061
H -0.8836 7.5535 -4.7183 0.32 -0.12 -0.06 -0.392
C -1.4155 -10.1547 -2.4847 -0.07 -0.03 -0.04 -0.337
Br -1.5361 -8.7569 -1.1455 0.16 -0.36 -0.27 0.037
Br -0.2004 -9.6748 -3.9184 -0.21 -0.08 0.32 -0.003
Br -0.9615 -11.8690 -1.6977 -0.05 0.35 -0.14 -0.026
H -2.4052 -10.2589 -2.9269 0.28 0.03 0.13 0.337
C -4.1902 -4.4543 -1.3963 -0.41 -0.07 0.09 -0.377
Br -3.7434 -4.0622 -3.2292 -0.54 -0.83 0.13 -0.008
Br -4.1124 -6.3548 -1.0196 -0.02 0.45 -0.10 -0.021
Br -3.1065 -3.4354 -0.1783 0.12 -0.03 -0.01 0.087
H -5.2227 -4.1403 -1.2460 0.29 -0.09 -0.06 0.355
C 1.6987 2.3121 5.0289 0.17 -0.01 0.04 -0.384
Br 1.7682 2.4380 3.0938 0.82 0.26 2.76 0.204
Br 1.9906 0.4943 5.6443 -0.05 0.26 -0.13 -0.069
Br 2.9117 3.5659 5.8780 -0.21 -0.25 -0.16 -0.052
H 0.6898 2.5919 5.3293 0.28 -0.06 -0.12 0.383
C -2.1349 -3.3999 -6.9563 0.03 0.03 0.08 0.380
Br -3.8722 -3.5697 -7.8028 0.34 0.03 0.15 -0.024
Br -1.0348 -4.9711 -7.2451 -0.22 0.32 0.03 -0.010
Br -1.2258 -1.7742 -7.4953 -0.20 -0.35 0.06 -0.025
H -2.3089 -3.3257 -5.8834 0.10 0.01 -0.28 -0.400
C -4.0487 7.5657 -6.2596 -0.11 -0.01 -0.11 -0.388
Br -3.3673 8.2811 -7.9298 -0.20 -0.14 0.35 -0.008
Br -3.8528 5.6381 -6.1665 0.05 0.39 0.02 0.010
Br -3.2627 8.4463 -4.7195 -0.26 -0.11 -0.23 -0.025
H -5.1163 7.7790 -6.2347 0.31 -0.05 0.01 0.387
```
Forces are in eV/Å.

The calculation puts the HOMO-LUMO gap at 7.37 eV. As for the charge: 0. Its spin multiplicity is 1. Its LUMO energy is -0.0514 Eh.

No. 3
# C22H20Cl3N3OSSe2Te2Tl

C22H20Cl3N3OSSe2Te2Tl as an isolated structure (ωB97M-V with the def2-TZVPD basis set, OMol25).

Structure (XYZ):
```
55
Properties=species:S:1:pos:R:3:forces:R:3:mulliken_charge:R:1
Tl 3.1483 2.7719 0.3371 0.09 0.05 0.15 0.794
Se 6.5547 3.5093 -0.2545 0.01 0.21 -0.03 -0.163
Te 7.6312 5.6280 -0.2627 0.16 -0.44 0.00 0.204
Te 5.6329 7.4637 -0.3034 -0.44 0.15 -0.01 0.174
Se 3.6093 6.2188 -0.3317 0.21 0.02 -0.02 -0.146
C -3.6376 3.3970 -1.1573 0.10 -0.02 0.02 -1.532
C -2.1538 3.2523 -0.9572 -0.16 0.24 -0.02 0.994
C -1.2893 3.0118 -2.0202 -0.08 0.04 -0.10 -0.513
C 0.0657 2.8684 -1.7831 0.12 -0.02 0.11 -0.734
N 0.6052 2.9447 -0.5621 -0.13 0.01 -0.05 -0.234
C -0.2227 3.1849 0.4616 0.06 -0.04 -0.08 -0.155
C -1.5855 3.3411 0.3120 -0.04 0.25 -0.03 -0.873
H -3.9001 3.4172 -2.2143 0.03 0.01 0.04 0.394
H -4.0066 4.3121 -0.6900 0.05 -0.04 -0.02 0.396
H -4.1615 2.5584 -0.6916 0.04 0.01 0.00 0.268
H -1.6702 2.9436 -3.0334 0.04 0.00 0.07 0.419
H 0.7524 2.6871 -2.6060 -0.04 0.04 0.06 0.525
H 0.2305 3.2532 1.4482 -0.01 0.00 -0.06 0.407
H -2.2043 3.5405 1.1801 0.06 0.04 -0.09 0.721
Cl 0.4772 -4.6688 4.8548 0.00 0.00 0.00 -0.205
C 0.2913 -4.0061 3.2678 0.01 -0.03 0.02 0.267
C 0.2024 -2.6368 3.1008 -0.03 0.13 0.02 -1.084
C 0.0480 -2.1330 1.8195 -0.01 0.05 0.05 0.062
C -0.0134 -2.9577 0.7004 0.05 -0.03 0.01 0.349
C -0.1772 -2.3092 -0.6547 -0.01 -0.02 0.08 1.257
C 1.0514 -2.4340 -1.5604 0.09 0.02 0.20 -1.326
N 2.0986 -1.5344 -1.0761 -0.02 -0.19 -0.07 0.356
C 3.1304 -1.8481 -0.2191 -0.07 0.00 -0.08 -0.188
C 3.7572 -0.6722 0.0601 -0.14 0.16 -0.06 -0.670
N 3.1105 0.3599 -0.5979 0.10 -0.12 0.00 -0.454
C 2.1220 -0.2011 -1.2653 0.09 -0.03 0.09 -0.083
O -1.3195 -2.7845 -1.3320 -0.08 0.05 -0.17 -0.375
C -2.3285 -1.7855 -1.4975 0.08 -0.03 0.19 -1.003
C -2.6779 -1.1219 -0.1964 -0.08 0.21 -0.15 -0.929
C -3.3001 -1.7533 0.8352 0.00 -0.05 0.17 0.950
Cl -3.8406 -3.3750 0.8530 0.01 0.02 0.01 -0.174
S -3.4622 -0.7604 2.2205 -0.08 -0.04 0.10 -0.210
C -2.7011 0.5502 1.4281 0.01 0.04 0.04 -0.499
C -2.3401 0.2220 0.1571 0.10 -0.07 -0.14 0.831
C 0.0771 -4.3349 0.9088 0.02 0.08 0.02 0.392
Cl 0.0090 -5.4657 -0.4081 -0.01 0.13 -0.03 -0.192
C 0.2291 -4.8610 2.1808 -0.01 -0.14 0.02 -0.745
H 0.2398 -1.9799 3.9607 0.00 -0.04 -0.06 0.424
H -0.0492 -1.0588 1.6819 0.01 -0.08 0.00 0.450
H -0.2896 -1.2421 -0.4518 0.02 0.09 -0.04 -0.604
H 0.7710 -2.1617 -2.5750 0.04 0.09 -0.07 0.319
H 1.4405 -3.4464 -1.5760 0.05 -0.07 -0.04 0.267
H 3.3162 -2.8602 0.1114 -0.04 0.14 -0.10 0.422
H 4.6248 -0.5018 0.6818 -0.12 -0.02 -0.08 0.427
H 1.4073 0.3155 -1.8955 0.12 -0.12 0.12 0.413
H -3.1820 -2.3089 -1.9187 -0.06 -0.04 -0.03 0.384
H -2.0056 -1.0210 -2.2140 0.06 -0.02 -0.04 0.290
H -2.5664 1.4928 1.9447 -0.05 -0.26 -0.09 0.315
H -1.8417 0.9121 -0.5206 -0.11 -0.34 0.16 0.154
H 0.2928 -5.9323 2.3206 0.00 0.06 -0.01 0.468
```
Forces are in eV/Å.

The calculation puts the HOMO-LUMO gap (alpha / beta) at 6.17 / 6.18 eV. As for the charge: +1. Its spin multiplicity is 1. Its LUMO energy (alpha / beta) is -0.1735 / -0.1730 Eh. The energy above the lowest of the compared OMol25 structures with the same formula, charge and spin comes out at 2.1 kJ/mol.

No. 4
# C22H20ClN3O4S

A single C22H20ClN3O4S molecule (ωB97M-V with the def2-TZVPD basis set, OMol25).

Structure (XYZ):
```
51
Properties=species:S:1:pos:R:3:forces:R:3:mulliken_charge:R:1
N 2.8679 0.3446 1.9206 0.29 -0.04 0.16 -0.389
C 1.5127 0.2470 1.8498 0.13 0.10 -0.07 0.319
O 0.9040 -0.5778 2.5214 -0.07 -0.17 0.20 -0.756
C 0.8494 1.1327 0.8880 -0.66 -0.20 -0.12 -0.153
C -0.2440 0.6372 0.2143 0.10 0.49 0.00 -0.596
N -0.9632 -0.4938 0.5253 -0.09 -0.33 0.19 0.000
C -1.1261 -1.5184 -0.4899 0.51 0.06 -0.09 -0.579
N -0.0119 -2.4349 -0.5176 -0.36 -0.37 0.07 -0.083
C 1.2507 -2.0747 -0.8439 -0.36 -0.15 0.05 0.142
O 1.5537 -0.9771 -1.2767 0.17 -0.03 -0.11 -0.675
C 2.2446 -3.1375 -0.6315 1.22 0.40 -0.31 0.530
C 3.5980 -3.1247 -0.8558 -0.91 0.20 0.06 -0.590
C 4.0733 -4.3939 -0.4644 -0.37 -0.40 0.21 -0.435
C 2.9800 -5.0836 -0.0313 0.86 -0.15 -0.08 -0.468
O 1.8743 -4.3374 -0.1267 -0.52 0.09 0.05 -0.326
C -2.3912 -2.3388 -0.1922 0.42 -0.04 -0.12 0.258
O -2.3052 -3.5348 -0.0165 -0.06 0.13 0.03 -0.673
C -3.6690 -1.6133 -0.1108 -0.69 0.05 0.10 0.266
C -3.8165 -0.2650 -0.4404 0.01 -0.33 0.03 0.102
C -5.0506 0.3453 -0.3385 -0.19 0.05 -0.02 -1.048
C -6.1497 -0.3860 0.0924 0.39 -0.16 -0.04 0.505
Cl -7.6860 0.3807 0.2167 -0.21 0.11 0.02 -0.208
C -6.0244 -1.7295 0.4217 -0.10 0.13 -0.02 -0.715
C -4.7897 -2.3327 0.3172 0.29 0.09 -0.08 -0.441
S -0.7288 1.6742 -1.0867 0.33 0.10 0.42 -0.452
C 0.5113 2.8226 -0.6678 -0.01 -0.31 -0.07 0.401
C 1.2632 2.4081 0.3817 -0.14 0.15 -0.19 0.705
C 2.2988 3.3144 0.9819 0.16 0.10 -0.13 -0.369
C 2.7101 4.4029 -0.0087 -0.14 0.10 0.21 -0.818
C 1.4784 5.0887 -0.5916 0.12 -0.10 -0.19 -0.791
C 0.6767 4.0928 -1.4295 -0.02 0.17 -0.06 -0.742
H 3.3728 0.7381 1.1460 -0.04 -0.03 -0.01 0.224
H 3.3356 -0.3654 2.4624 -0.06 0.01 -0.04 0.286
H -0.6167 -0.8708 1.4138 -0.10 0.05 -0.17 0.461
H -1.2170 -1.0224 -1.4672 -0.06 -0.10 0.16 0.833
H -0.1976 -3.3542 -0.1330 0.04 0.08 -0.11 0.436
H 4.1610 -2.3063 -1.2542 0.04 0.22 -0.09 0.564
H 5.0839 -4.7448 -0.4999 0.18 -0.15 0.02 0.456
H 2.8687 -6.0779 0.3549 -0.13 -0.10 0.06 0.469
H -2.9764 0.3179 -0.7781 0.01 0.07 0.01 0.387
H -5.1648 1.3872 -0.5929 -0.03 0.09 -0.02 0.440
H -6.8857 -2.2872 0.7542 -0.08 -0.02 0.03 0.419
H -4.6653 -3.3754 0.5682 0.00 -0.07 0.02 0.466
H 1.8651 3.7773 1.8752 0.11 -0.03 0.06 0.255
H 3.1783 2.7610 1.3093 -0.04 0.07 0.07 0.312
H 3.2883 3.9559 -0.8204 0.08 0.00 -0.03 0.331
H 3.3447 5.1339 0.4959 0.05 -0.03 -0.04 0.345
H 0.8559 5.4631 0.2236 -0.03 0.06 0.03 0.332
H 1.7731 5.9377 -1.2105 -0.05 0.04 0.03 0.346
H 1.2050 3.8879 -2.3673 -0.04 0.07 -0.02 0.309
H -0.2998 4.5071 -1.6903 0.03 0.05 -0.05 0.405
```
Forces are in eV/Å.

The SMILES is NC(=O)c1c(N[C@@H](NC(=O)c2ccco2)C(=O)c2ccc(Cl)cc2)sc2c1CCCC2. The calculation puts the HOMO-LUMO gap at 7.52 eV. As for the charge: 0. Its spin multiplicity is 1. Its LUMO energy is -0.0064 Eh. The energy above the lowest of the compared OMol25 structures with the same formula, charge and spin comes out at 0.0 kJ/mol.

no.,strongest force on any atom (eV Å⁻¹)
1,0.22
2,5.00
3,0.47
4,1.32